(P)
Formula: C4H9BrN
Source: the Open Molecules 2025 dataset
Level of theory: ωB97M-V with the def2-TZVPD basis set

Geometry (Å):
C  0.619  0.438  1.113
C  0.157  0.852  -0.199
C  1.171  -1.427  -0.457
C  -1.885  1.296  -0.363
N  0.228  -0.571  0.189
Br  -2.821  -0.320  -0.039
H  1.690  0.356  1.150
H  -0.018  0.519  2.010
H  0.962  1.319  -0.797
H  2.001  -1.035  -1.032
H  1.786  -1.979  0.332
H  0.810  -2.193  -1.234
H  -1.870  1.540  -1.378
H  -2.052  2.193  0.302
H  -0.778  -0.989  0.401

Results
Total charge   +1
HOMO energy   -0.5448 Ha
Frontier orbital gap   11.37 eV

Atomic partial charges in e from the Mulliken method, atoms 1 to 4:
1 C -0.37
2 C -0.17
3 C -0.96
4 C -0.47

=====

(Q)
Formula: C4H9BrN
Source: the Open Molecules 2025 dataset
Level of theory: ωB97M-V with the def2-TZVPD basis set

Geometry (Å):
C  -0.203  -0.062  -1.203
C  -0.186  -0.839  -0.013
C  1.398  1.190  0.448
C  -2.352  -1.229  0.329
N  0.106  0.557  0.126
Br  -3.108  0.432  0.076
H  0.583  0.102  -2.015
H  -1.120  0.116  -1.703
H  0.473  -1.559  0.223
H  2.077  0.458  0.635
H  1.680  1.748  -0.341
H  1.152  1.801  1.239
H  -2.346  -1.655  1.384
H  -2.547  -2.122  -0.237
H  -0.783  1.179  0.338

Results
Total charge   +1
HOMO energy   -0.5257 Ha
Frontier orbital gap   10.39 eV

Atomic partial charges in e from the Mulliken method, atoms 1 to 4:
1 C -0.20
2 C -0.37
3 C -0.92
4 C -0.48

=====

(P) is preferred energetically. Next in line: 70.2 kJ/mol higher.

=====

(P)
Formula: C5H10S
Source: the Open Molecules 2025 dataset
Level of theory: ωB97M-V with the def2-TZVPD basis set

Geometry (Å):
C  2.503  -0.300  -0.300
S  1.250  0.840  0.417
C  -0.340  0.192  0.199
C  -0.900  -0.918  1.092
C  -0.961  0.348  -1.162
C  -1.444  1.205  -0.051
H  3.319  0.358  -0.549
H  2.156  -0.933  -0.990
H  2.952  -1.014  0.355
H  -1.524  -0.446  1.797
H  -0.054  -1.194  1.712
H  -1.310  -1.741  0.515
H  -1.554  -0.535  -1.503
H  -0.510  0.770  -1.976
H  -1.170  2.265  -0.102
H  -2.413  1.103  0.545

Results
SMILES   CSC1(C)CC1
HOMO energy   -0.3084 Ha
Frontier orbital gap   9.41 eV

Atomic partial charges in e from the Mulliken method, atoms 1 to 4:
1 C -0.97
2 S -0.10
3 C 0.82
4 C -1.40

=====

(Q)
Formula: C5H10S
Source: the Open Molecules 2025 dataset
Level of theory: ωB97M-V with the def2-TZVPD basis set

Geometry (Å):
C  -1.810  0.711  0.448
C  -1.401  -0.063  -0.603
C  -0.459  -1.297  -0.423
C  0.786  -1.250  0.608
S  2.153  -0.319  -0.172
C  1.630  1.416  -0.157
H  -2.566  1.432  0.167
H  -1.412  0.605  1.464
H  -1.895  0.150  -1.574
H  -0.254  -1.572  -1.447
H  -0.993  -2.144  -0.091
H  1.216  -2.253  0.735
H  0.374  -0.685  1.498
H  0.614  1.431  -0.494
H  2.284  1.948  -0.795
H  1.735  1.891  0.837

Results
SMILES   C=CCCSC
HOMO energy   -0.3018 Ha
Frontier orbital gap   9.25 eV

Atomic partial charges in e from the Mulliken method, atoms 1 to 4:
1 C -0.69
2 C -0.12
3 C -0.68
4 C -0.51

=====

(R)
Formula: C5H10S
Source: the Open Molecules 2025 dataset
Level of theory: ωB97M-V with the def2-TZVPD basis set

Geometry (Å):
C  -0.350  1.499  -0.081
C  -0.100  0.015  0.041
C  -1.337  -0.896  0.035
C  1.017  -0.247  1.201
S  2.389  -0.080  -0.038
C  0.975  -0.359  -1.137
H  0.687  2.025  -0.260
H  -1.106  1.808  -0.869
H  -0.819  1.877  0.823
H  -2.001  -1.154  -0.868
H  -1.004  -1.971  0.174
H  -1.891  -0.653  0.943
H  1.092  0.482  2.146
H  0.884  -1.292  1.504
H  0.819  -1.356  -1.637
H  0.746  0.303  -1.978

Results
SMILES   CC1(C)CSC1
HOMO energy   -0.3160 Ha
Frontier orbital gap   9.48 eV

Atomic partial charges in e from the Mulliken method, atoms 1 to 4:
1 C -1.44
2 C 1.22
3 C -1.48
4 C -0.72

=====

(R) is preferred energetically. Next in line: 5.7 kJ/mol higher.